1.
A structure of composition C23H44F9N4O7P2SSbSe4Ti. Source: OMol25; level of theory: ωB97M-V/def2-TZVPD.

Last column: Löwdin charge in e.
Cartesian coordinates (Å):
1 H 5.5477 3.1657 -1.7110  0.07
2 H -5.0890 0.1065 -0.8961  0.08
3 C 4.1887 3.9400 0.6978  -0.04
4 H 3.4317 4.6066 0.2828  0.08
5 H -4.0231 -2.9440 -2.3586  0.09
6 H -3.6611 -1.3628 -1.6404  0.06
7 Ti 0.8386 -0.5188 -0.5971  0.31
8 H -2.0515 -4.8320 4.2768  0.08
9 H -3.6143 2.5511 0.1773  0.12
10 H -0.1329 1.3816 -2.4004  0.03
11 H -1.9632 -1.8796 1.1235  0.07
12 F -0.2053 -1.7074 6.8593  0.14
13 F -0.7163 0.0350 4.5556  0.15
14 C -3.8895 -1.1204 -4.4016  -0.05
15 H -5.5598 1.8000 -1.1426  0.08
16 H 5.1609 4.4285 0.6129  0.09
17 H -1.0041 -0.9925 -6.2839  0.07
18 H -4.4225 -0.3515 -3.8401  0.07
19 H -4.1670 1.6094 2.4067  0.07
20 H -1.1196 4.4697 1.3410  0.08
21 H 4.3777 1.9252 -2.1230  0.06
22 S -3.0338 -5.2601 0.8934  0.45
23 H 3.8532 3.6105 -1.9723  0.09
24 H -0.1738 0.4054 -5.5735  0.08
25 C 0.5369 0.5425 -2.5949  -0.27
26 C -4.7131 1.1279 -0.9830  -0.06
27 C -1.5738 3.3880 3.8742  -0.05
28 O -0.3010 -1.6843 -1.6644  -0.37
29 H -5.6420 2.0410 1.5067  0.08
30 H -2.9000 -6.0766 3.4603  0.06
31 H 2.9914 -1.3062 -5.8998  0.06
32 H -4.0511 1.1782 -1.8486  0.07
33 Se 7.0705 2.1471 -4.6180  -0.41
34 C -3.9489 1.5081 0.2721  -0.52
35 H -2.4487 -2.6438 -1.6164  0.06
36 H 0.3802 3.5946 1.0106  0.04
37 C 4.5176 2.8480 -1.5616  -0.05
38 H 0.9612 -2.4102 -5.8759  0.14
39 H 2.6810 -1.1540 -4.1830  0.01
40 H 2.3139 0.1971 -5.2759  0.08
41 F 2.4937 -1.9682 6.3458  0.12
42 C 0.7601 -1.8593 4.5829  -0.39
43 H 0.2937 4.7015 2.3908  0.08
44 H 0.4208 -0.2961 -7.0825  0.09
45 H -2.2718 -2.4979 -4.1164  0.14
46 H -5.1331 0.3443 1.6354  0.09
47 H -0.4371 -2.2415 1.5167  0.01
48 C -3.2427 -2.1943 -2.2104  -0.03
49 C -0.1715 -2.4281 5.7204  -0.52
50 O -2.8097 0.6569 0.3760  -0.29
51 C -4.7780 1.3719 1.5363  -0.05
52 N -1.3139 -2.6589 1.2071  0.06
53 O 0.3053 -1.8489 -4.0807  -0.17
54 F 0.1806 -3.6806 6.0604  0.14
55 F 1.1412 0.2208 3.4730  0.14
56 C 2.2987 -0.8897 -5.1690  -0.07
57 H 3.9722 3.7749 1.7541  0.09
58 H 1.3867 0.8084 -3.2103  0.02
59 H 5.0300 0.6124 0.2723  0.06
60 C -0.2662 3.9687 1.8045  -0.08
61 P -0.3016 -0.9009 -2.9820  0.43
62 H -0.9827 4.0591 4.5011  0.08
63 H -3.5002 -0.6782 -5.3192  0.07
64 C 2.9288 1.9586 0.0042  -0.12
65 C 5.2704 1.6440 0.5327  -0.02
66 F -1.4499 -2.5101 5.2875  0.13
67 C -2.2639 -4.6183 2.2394  -0.95
68 N -2.2309 -5.3293 3.4176  0.05
69 Se 2.2812 -1.9203 0.6433  0.23
70 F 3.1162 -1.3790 4.3628  0.14
71 H 0.1425 2.3489 3.1419  0.12
72 O 0.4865 -2.3853 3.4196  -0.13
73 H 5.3025 1.7318 1.6193  0.09
74 C 0.8997 -1.4565 -5.3528  -0.40
75 H -1.9312 2.5610 4.4868  0.08
76 C 4.2374 2.6167 -0.0703  -0.56
77 H -4.5960 -1.9100 -4.6629  0.08
78 C 0.5876 -0.2971 4.5668  -0.53
79 N -1.6855 -3.4239 2.3223  -0.08
80 H -1.1755 -3.1796 3.1685  0.09
81 P -1.3481 1.4054 0.5160  0.78
82 Se 3.0901 -1.2512 -1.4143  0.08
83 O -0.4681 0.0871 0.6107  -0.51
84 Sb 6.0981 -0.0486 -4.3790  0.01
85 O -1.8013 -0.6147 -3.4099  -0.18
86 C -0.0298 -0.5306 -6.1166  -0.05
87 N 1.9319 1.3993 -0.0454  0.15
88 C -0.7340 2.8539 2.7291  -0.49
89 F 1.1348 0.3553 5.6227  0.13
90 H 6.2546 1.8760 0.1247  0.09
91 F 2.5749 -3.4253 4.7579  0.16
92 C -2.7661 -1.6944 -3.5617  -0.43
93 O -1.5371 1.8638 2.0809  -0.28
94 H -2.4359 3.9365 3.4855  0.08
95 Se 6.3482 -1.2445 -6.4469  -0.40
96 C 2.2478 -2.1600 5.0243  -0.54

E_tot ... -14324.10948 Eh
LUMO energy ... 3.676 eV
Total charge ... -2
Maximum force ... 0.0141 Eh/bohr
ΔE to the lowest compared entry with this formula, charge and spin ... 0.0000 eV

2.
A structure of composition C23H45AsNOPReS4Si in a non-equilibrium geometry. Source: OMol25; level of theory: ωB97M-V/def2-TZVPD.

Last column: natural (NBO) charge in e.
Cartesian coordinates (Å):
1 H -0.1225 2.5553 -3.9779  0.21
2 C 1.3906 1.4817 -2.7985  -0.35
3 H 1.4752 3.8357 0.8498  0.21
4 H 3.5717 1.1809 -0.8678  0.21
5 C -0.4365 -4.7191 2.5134  -1.15
6 H 0.2951 -5.4007 2.0727  0.26
7 H -2.9094 2.9582 -1.5368  0.23
8 H 0.7898 1.3323 -4.8433  0.24
9 C 2.7368 -2.5978 1.7086  -0.22
10 P 0.5615 1.5704 -1.1283  1.90
11 H 5.1399 -1.1683 3.6301  0.22
12 H 2.6767 3.6112 -0.4309  0.22
13 H -0.5641 3.4416 1.0413  0.22
14 C -1.3798 -1.8009 2.6428  -1.13
15 C 4.1559 -1.5045 3.3198  -0.20
16 H 0.4475 4.6116 -1.0195  0.22
17 C -1.2893 2.9279 0.4159  -0.61
18 C -5.0259 -2.4524 0.6160  -0.63
19 H 3.0514 3.1640 1.2280  0.24
20 H -4.7532 -3.3898 0.1310  0.25
21 C 1.1570 1.1926 1.5862  -0.61
22 S -1.3537 -2.0954 -2.9036  -0.29
23 H 3.2738 2.5345 -2.3686  0.22
24 H 2.6320 -3.1063 0.7555  0.22
25 H -2.3647 -2.2642 2.5516  0.25
26 C 1.7731 1.7334 0.2819  -0.36
27 H 3.6180 0.8244 0.8538  0.24
28 H -1.5074 1.9550 0.8605  0.21
29 H -2.2111 3.5140 0.4389  0.23
30 C -0.4053 4.2041 -1.5592  -0.62
31 H -4.6273 -2.4451 1.6337  0.21
32 H -1.3764 -0.8673 2.0728  0.22
33 H -5.8341 0.2504 0.5131  0.24
34 H -0.1719 4.1969 -2.6227  0.22
35 C -2.0590 2.3476 -1.8505  -0.59
36 H -1.4316 -5.0052 2.1668  0.26
37 C 3.9956 -2.1635 2.1060  -0.20
38 O -3.0596 -1.4657 -0.3266  -0.62
39 H 3.1796 -0.7871 5.0947  0.22
40 H 2.7447 2.5789 -4.0426  0.24
41 H 1.9570 3.6083 -2.8563  0.22
42 H 0.9529 -1.5568 4.4028  0.21
43 S -2.8412 -5.1110 -1.6372  -0.49
44 C 0.3082 1.5610 -3.8898  -0.62
45 C 1.8003 -1.7296 3.7441  -0.21
46 H -0.3933 -4.8344 3.6022  0.26
47 H 1.9753 1.0406 2.2943  0.24
48 C -4.7615 0.0593 0.4843  -0.63
49 Si -0.0732 -2.9826 2.0489  1.59
50 H 3.0025 0.0303 -2.3944  0.22
51 C 1.6187 -2.3855 2.5205  -0.45
52 H -4.3802 0.0662 1.5086  0.22
53 H -1.9489 2.4637 -2.9220  0.23
54 H -1.2258 -1.5279 3.6926  0.26
55 H 2.6717 -0.2077 -0.2101  0.23
56 C 2.0779 0.1125 -2.9583  -0.62
57 C 2.3967 2.6230 -3.0070  -0.62
58 C 2.9756 0.8258 -0.0301  -0.62
59 S 0.4495 -5.2105 -3.2215  -0.43
60 As -1.1258 -4.2839 -2.3521  0.92
61 Re -1.3658 -1.1544 -0.7984  1.19
62 H -0.4857 0.8257 -3.7450  0.22
63 H -4.9110 -1.2939 -1.1713  0.21
64 H 0.4469 1.8755 2.0452  0.22
65 H 1.4232 -0.7151 -2.6871  0.24
66 N -0.1058 0.0941 -0.9218  -1.08
67 C -4.5031 -1.2793 -0.1658  0.11
68 S -0.0904 -2.9524 -0.1605  -0.40
69 C 3.0573 -1.2886 4.1418  -0.22
70 H -6.1131 -2.3801 0.6684  0.23
71 C 2.2571 3.1773 0.4770  -0.62
72 C -0.8352 2.8188 -1.0496  -0.36
73 H 2.3271 -0.0022 -4.0166  0.23
74 H -2.3289 1.3052 -1.6564  0.19
75 H -4.2860 0.8667 -0.0788  0.21
76 H 4.8536 -2.3433 1.4679  0.22
77 H 0.6824 0.2219 1.4419  0.22
78 H -1.2419 4.8941 -1.4181  0.24

E_tot ... -5570.94500 Eh
LUMO energy ... -3.560 eV
Total charge ... +1
Maximum force ... 0.0365 Eh/bohr
ΔE to the lowest compared entry with this formula, charge and spin ... 0.0000 eV

3.
A structure of composition C23H45Cl3N2O3PRhSi in a non-equilibrium geometry. Source: OMol25; level of theory: ωB97M-V/def2-TZVPD.

Last column: Mulliken spin population.
Cartesian coordinates (Å):
1 P -0.5143 -0.8328 5.1390  0.27
2 H -4.5833 -1.1850 -1.0080  0.00
3 C -2.0491 0.1367 5.1638  0.02
4 H 1.7793 -0.3265 5.8382  0.00
5 H -0.9908 -3.3428 -3.0682  0.00
6 Cl -0.9565 -0.0976 1.4254  0.46
7 Si 1.1711 -3.3171 -1.7555  0.00
8 H -3.0429 -1.6115 -0.2200  0.00
9 C -0.0449 1.0681 -1.6941  0.02
10 H 0.5548 -0.0398 7.1519  0.01
11 H 0.9889 1.6213 2.3129  0.00
12 H -1.4697 4.0368 2.4242  0.00
13 H -0.8379 0.3192 -1.8202  0.01
14 O -0.9513 2.0581 2.8590  0.02
15 H -0.4765 0.7794 -6.3372  0.00
16 H 0.3991 4.3724 -0.9683  0.00
17 H -0.8078 -4.7806 -2.0262  0.00
18 C -3.3929 0.9311 -2.4124  0.00
19 H -2.3636 0.4345 4.1442  -0.01
20 H -1.4014 2.7674 -1.4190  0.00
21 H -4.4731 0.8811 -2.6393  0.00
22 H 0.7664 1.1423 5.7899  0.00
23 H -3.0990 1.9847 -2.3404  0.00
24 Cl 2.0865 -1.2286 3.1847  0.36
25 C -3.1553 0.9852 0.0091  0.01
26 H 1.8397 5.0585 3.1074  0.00
27 H -0.1625 -3.1994 5.3566  0.00
28 H 1.8297 -4.2223 0.5334  0.00
29 C 1.9938 2.9145 -1.0770  0.00
30 C -0.3603 2.4109 -1.4225  0.00
31 C 1.3036 0.7165 -1.8283  -0.01
32 C 0.3682 0.1149 -6.1197  0.00
33 C 0.2011 2.3799 2.4903  0.01
34 H 1.8835 -2.4522 0.4810  0.00
35 C 1.3116 -3.3327 0.1288  0.00
36 O -3.6052 0.5749 1.0648  0.01
37 C 2.5154 -1.4542 -4.7299  0.00
38 C 0.5720 0.1140 -4.6368  0.00
39 H -1.8115 -2.7491 5.8014  0.00
40 H 2.7537 -5.1065 -1.8908  0.00
41 H -0.4471 -2.4374 6.9429  0.01
42 H -2.8365 0.4653 -3.2390  0.00
43 C 1.5368 -0.5965 -4.0045  0.00
44 O 1.1766 -1.7065 -1.9062  0.00
45 H -1.8616 1.0361 5.7565  0.00
46 H -0.4265 5.4372 2.8541  0.00
47 H 3.3389 1.2281 -1.3926  0.00
48 C 1.8821 4.1820 2.4498  0.00
49 C 2.6037 -4.2279 -2.5368  0.00
50 H 2.4130 -4.5755 -3.5705  0.00
51 C 1.7637 -0.5547 -2.5208  0.00
52 H 1.2215 0.4856 -6.7099  0.00
53 H 0.3306 -3.2802 0.6249  0.00
54 H -0.1131 0.7520 -4.0706  0.00
55 C -0.7620 -2.4589 5.8988  0.01
56 C -0.6237 -3.7002 -2.0940  0.00
57 H 3.2910 -1.8287 -4.0494  0.00
58 Cl -1.9031 -2.7937 2.9612  0.29
59 H 2.0598 -2.3483 -5.2002  0.00
60 C 0.6575 3.3258 -1.1287  0.00
61 H 2.8518 -0.5857 -2.3830  0.00
62 H -2.7395 2.0053 -0.1342  -0.01
63 H 2.3453 4.5025 1.5089  0.00
64 H -2.8084 -0.5018 5.6315  0.01
65 C 2.3100 1.5946 -1.3961  0.00
66 H 3.5399 -3.6291 -2.5070  0.00
67 N 0.5408 3.6790 2.2498  0.00
68 N -3.0497 0.2484 -1.1676  0.00
69 Rh -0.1628 -1.2513 3.0515  2.49
70 H 2.5353 3.4263 2.9080  0.00
71 H -1.2373 -3.2111 -1.3120  0.00
72 C 0.7776 0.0768 6.0748  0.02
73 C -3.4901 -1.1341 -1.0926  0.00
74 C -0.5726 4.6090 2.1605  0.00
75 H 3.0245 -0.8354 -5.4950  0.00
76 H 2.7813 3.6069 -0.7699  0.00
77 H -0.6779 4.9950 1.1394  0.00
78 H -3.1703 -1.6427 -2.0038  0.00
79 H 0.1318 -0.8796 -6.5203  0.00

E_tot ... -3360.55239 Eh
Multiplicity ... 5
LUMO energy (spin up / spin down) ... 0.599 / -2.227 eV
Total charge ... 0
Maximum force ... 0.0706 Eh/bohr
ΔE to the lowest compared entry with this formula, charge and spin ... 0.0000 eV